(1)
DFT (ωB97M-V with the def2-TZVPD basis set) results for the ion C7H13Cl2N3 with charge +2 in a non-equilibrium geometry.

Output
Net charge: +2
Orbital gap (spin up / spin down) in eV: 7.47 / 5.07
DFT total energy in eV: -36962.1868
Multiplicity: 3
HOMO level (spin up / spin down) in Eh: -0.574 / -0.697
LUMO level (spin up / spin down) in eV: -8.14 / -13.90

Geometry as XYZ:
```
25
Properties=species:S:1:pos:R:3:forces:R:3
Cl 1.22659 -0.51827 -2.46941 -1.1 0.4 0.5
Cl -1.47719 3.27551 -2.90384 -1.2 0.6 -1.0
N -0.65175 1.19238 -1.63479 -0.7 -6.0 0.9
N 0.61938 3.04976 -1.43407 3.7 -0.4 0.8
N 1.45252 1.12478 -0.42663 -1.3 -2.8 -0.1
C 0.78448 -1.62932 0.56866 3.6 2.9 0.0
C -1.46401 -1.35171 -0.45419 1.9 -1.5 0.0
C -0.45057 2.47202 -1.94115 0.7 3.3 -0.6
C 1.57572 2.36126 -0.71981 2.0 4.0 -1.1
C -0.13260 -0.60202 0.07916 -4.2 -1.4 -1.2
C -0.55047 0.35384 1.15358 -0.2 1.9 -2.3
C 0.37954 0.27276 -1.03524 1.7 1.7 0.2
H -1.51815 0.75739 -2.06189 1.2 0.1 0.7
H 2.61093 2.83231 -0.55450 -2.0 -0.2 -0.1
H 2.12706 0.68861 0.22302 -0.5 0.0 -0.7
H 1.15151 -2.19039 -0.25352 0.4 -1.1 -0.4
H -1.02183 1.19988 0.62075 -0.7 0.0 0.2
H 1.66092 -1.02313 1.04352 -0.9 -1.5 -0.6
H -1.22759 -2.16229 -1.25220 -0.6 1.9 0.8
H -2.31836 -0.71372 -0.54649 -0.4 0.7 -1.1
H -1.84224 -1.96948 0.34740 0.3 -0.3 0.6
H 0.20495 0.85937 1.65577 1.8 0.4 1.1
H 1.02788 3.89622 -1.86351 -0.9 -0.1 0.3
H -1.20995 -0.00106 1.84826 -1.8 -1.2 1.6
H 0.38461 -2.16339 1.35948 -0.9 -1.4 1.3
```
Positions in Å, forces in eV/Å.

=====

(2)
DFT (ωB97M-V with the def2-TZVPD basis set) results for a structure of composition C33H56AlN2OP in a non-equilibrium geometry.

Output
Net charge: +2
Orbital gap in eV: 7.35
DFT total energy in eV: -56030.4301
Multiplicity: 1
HOMO level in Eh: -0.470
LUMO level in eV: -5.43

Geometry as XYZ:
```
94
Properties=species:S:1:pos:R:3:forces:R:3
P -1.02557 2.09962 -0.19320 -0.9 0.2 -0.8
Al 0.11885 0.27898 0.59551 1.0 0.1 1.4
O 0.14529 0.29349 2.21451 1.6 1.2 -0.6
N 4.76231 1.09169 0.57806 0.4 -0.2 0.5
N 1.99033 0.42739 -0.06915 0.6 0.2 -0.9
C 2.05890 -4.18705 1.49275 -0.3 0.0 -0.1
C -1.85018 3.21334 1.05237 -0.2 0.5 1.4
C -1.52726 -0.86053 3.69151 -0.3 -0.4 0.5
C -0.87679 -1.75596 1.29940 -1.3 0.0 1.1
C -3.45243 1.31599 -1.26602 -0.2 -0.2 -0.1
C -2.00356 -1.35556 2.31041 0.4 0.0 0.2
C -3.16644 -1.39906 -1.05122 0.2 0.2 0.1
C 1.07179 -3.16865 0.91707 -0.3 -0.2 -0.2
C 3.89641 2.09602 -0.07567 -0.5 0.1 -0.4
C -4.48241 0.48435 -1.68264 0.0 0.4 0.0
C -2.70029 4.35851 0.49654 0.0 0.2 -0.6
C 0.03996 -1.95766 -0.98676 0.9 -1.0 0.0
C -1.54409 3.59447 -2.61863 -0.4 0.0 -0.1
C 3.48908 -4.00642 1.03541 0.1 -0.6 -0.5
C -0.74345 3.82554 1.94331 0.6 -0.1 -0.1
C -0.44748 3.05279 -1.69557 0.6 0.3 -0.9
C -2.23975 0.83149 -0.73510 -0.8 -0.1 -0.5
C -2.74600 2.39182 1.99912 0.0 -0.7 -0.1
C 0.47438 4.21803 -1.28287 -0.2 0.3 0.3
C -0.01596 -1.75675 -2.50198 0.2 0.1 0.0
C -0.92580 -1.38876 -0.09470 0.4 0.3 0.4
C 1.01602 -2.83365 -0.46227 -0.7 0.3 0.1
C -2.94382 -2.54843 2.52011 -0.1 -0.2 -0.5
C 2.42830 1.80776 0.23800 0.3 0.2 0.3
C 1.58215 -5.60589 1.17342 -0.3 -0.2 0.0
C -4.34140 -0.88239 -1.57364 0.2 -0.3 0.1
C 4.38509 -0.31413 0.22396 -0.9 0.0 -0.3
C 0.41872 2.10349 -2.54917 -0.3 -0.3 -0.1
C 1.35394 -1.45788 -3.13088 -0.1 -0.2 0.0
C 2.88667 -0.55548 0.54681 1.4 0.5 0.7
C -0.63355 -2.98024 -3.18683 -0.2 -0.2 0.0
C -2.09267 -0.58571 -0.62697 -1.1 -0.2 -0.4
C 0.12466 -2.61791 1.76077 0.0 -0.3 -0.3
H 3.61341 -4.21225 -0.03300 0.0 0.0 0.1
H -3.18187 3.02953 2.77457 0.2 0.2 -0.2
H -0.65137 -0.89770 -2.73101 -0.1 0.0 0.2
H -0.11905 3.05110 2.40315 -0.2 -0.1 0.0
H -2.11653 5.06980 -0.08990 0.0 0.0 0.0
H -5.13821 -1.54693 -1.88818 0.1 0.0 0.0
H -0.07073 5.02351 -0.78870 0.0 -0.1 0.0
H 4.59700 -0.44888 -0.84065 0.0 0.1 0.1
H -0.01856 -3.87422 -3.04675 0.0 0.1 0.0
H 5.74278 1.26489 0.33425 -0.1 0.0 0.1
H 4.09775 2.03646 -1.14858 0.0 0.1 0.1
H 1.24036 1.67623 -1.97250 -0.1 0.1 -0.3
H 2.74627 -0.53201 1.63413 -0.3 0.1 -0.1
H -0.17566 1.28516 -2.96302 0.0 0.0 0.1
H -3.14377 4.93621 1.31390 0.2 -0.3 0.1
H -3.62471 2.38028 -1.36584 0.2 -0.1 0.1
H -2.37688 -0.46057 4.25714 -0.1 -0.3 -0.1
H -3.53177 4.00816 -0.11715 0.0 0.0 0.0
H 1.27493 3.89392 -0.61428 -0.3 0.6 -0.1
H -0.73265 -2.80827 -4.26203 0.0 0.0 0.1
H -2.43034 -3.39033 2.99420 0.0 0.1 0.0
H -2.10688 2.79149 -3.10179 0.1 0.0 0.1
H 2.23194 2.00247 1.29903 -0.1 -0.2 0.0
H -0.78760 -0.07746 3.60431 -0.2 -0.1 0.1
H 5.03151 -0.95627 0.80818 0.0 -0.3 0.0
H 0.95160 4.66623 -2.16044 -0.2 -0.2 0.0
H -1.09268 -1.66589 4.29327 -0.1 -0.1 -0.1
H 1.71482 -3.31270 -1.14198 -0.1 0.1 0.0
H -5.39460 0.91083 -2.08539 0.1 0.0 0.0
H -2.25616 4.24301 -2.10971 0.1 0.0 0.0
H -3.78328 -2.26624 3.15979 0.1 0.0 0.0
H 0.12584 -2.92222 2.80260 -0.1 0.2 0.0
H 2.06844 -4.07103 2.58278 -0.2 0.1 -0.1
H 1.99411 -2.34393 -3.16763 -0.1 0.1 0.0
H -1.18056 4.41299 2.75657 -0.1 -0.1 -0.2
H 3.81998 -3.01091 1.22347 0.5 0.8 0.2
H 2.23947 -6.34734 1.63481 0.0 0.1 0.0
H -2.59219 -0.53945 1.88441 0.1 -0.1 -0.3
H 1.56699 -5.79354 0.09534 0.0 0.1 0.1
H 4.68935 1.20422 1.59583 0.1 0.0 -0.1
H -3.07583 -2.47908 -0.96389 0.1 0.2 0.1
H -0.08201 4.49767 1.39148 -0.1 0.0 0.0
H 2.60114 -1.53316 0.22356 0.1 -0.4 -0.2
H 1.95886 0.27636 -1.09215 0.3 0.1 0.6
H -3.58082 1.91392 1.47924 0.1 0.1 0.0
H -1.10565 4.18783 -3.42816 0.2 -0.1 0.2
H 4.15009 -4.68848 1.57691 -0.1 0.1 -0.1
H 4.20181 3.07316 0.30252 -0.2 0.0 -0.2
H -1.62812 -3.20096 -2.79232 0.1 0.0 0.0
H 0.86128 2.63141 -3.39983 -0.1 0.1 0.1
H 0.57050 -5.77452 1.55321 0.1 0.0 0.0
H 1.22894 -1.10976 -4.15963 0.0 0.0 0.1
H -3.35412 -2.90523 1.56992 0.0 0.0 0.1
H -2.17464 1.61738 2.51486 0.1 0.0 -0.1
H 1.89290 -0.68571 -2.57857 0.1 0.1 -0.1
H 1.81122 2.50415 -0.32618 0.3 -0.4 0.2
```
Positions in Å, forces in eV/Å.

=====

(3)
DFT (ωB97M-V with the def2-TZVPD basis set) results for a cluster of 2 separate species, C35H30F2O2P in total in a non-equilibrium geometry.

Output
Net charge: +1
Energy relative to the best compared isomer or geometry (same formula, charge and spin) in kcal per mole: 43.4
Orbital gap in eV: 3.18
DFT total energy in eV: -55592.8904
Multiplicity: 1
HOMO level in Eh: -0.339
LUMO level in eV: -6.05

Geometry as XYZ:
```
70
Properties=species:S:1:pos:R:3:forces:R:3
P -0.80647 -0.23792 2.27765 1.3 0.5 -0.3
F 5.97971 1.13800 -4.78641 -2.0 -0.6 0.0
F -4.50456 1.12182 -4.83273 1.9 -0.6 0.1
O 2.79744 1.03527 1.34333 0.3 0.1 0.6
O 1.80755 0.91174 3.39177 -0.2 -0.2 -1.3
C 0.48310 -2.30104 3.56171 -0.1 0.0 0.3
C -3.40392 3.35326 3.48539 0.1 -0.2 -0.1
C 4.68309 0.69684 -4.76318 1.4 0.2 0.1
C -4.02120 2.13457 3.17925 0.1 0.0 0.0
C -1.85034 1.14228 2.78962 -0.6 0.1 0.1
C 0.73895 -0.78046 -4.63525 0.1 0.6 -0.3
C 0.60311 0.27857 1.41161 0.1 -0.2 0.8
C -0.87491 1.18849 -4.59051 -0.4 -0.1 -0.1
C 3.65809 1.64013 -4.81680 -0.8 0.0 0.0
C -2.01028 3.46761 3.43901 -0.1 -0.3 0.0
C -3.25037 1.02592 2.82261 0.3 0.3 0.2
C -0.38587 -1.21323 3.73643 0.1 0.0 0.3
C -2.96757 -0.68946 -4.82564 0.2 0.0 0.0
C -2.06152 -2.60766 1.43632 -0.2 0.3 -0.2
C -2.86608 -1.46959 -0.99604 0.1 0.0 0.3
C 0.45171 -2.69000 5.95069 -0.1 0.2 -0.2
C 1.74001 0.74953 2.16065 -0.9 -0.1 0.4
C 5.02375 1.88179 1.13832 0.1 0.1 -0.2
C -0.39985 -1.59269 6.12280 0.1 -0.1 -0.2
C -3.16596 -2.80661 -0.71185 0.2 0.1 0.1
C -1.65306 -1.11569 -4.76800 0.2 0.1 0.0
C -2.75934 -3.37331 0.50029 0.0 0.1 -0.1
C 2.34056 1.19394 -4.79734 0.5 0.0 0.0
C -2.17339 -0.69210 -0.06554 -0.2 -0.4 0.0
C -0.82174 -0.84720 5.01892 0.2 -0.3 -0.3
C -3.20763 0.68496 -4.77524 -1.4 0.2 -0.1
C 3.13637 -1.10750 -4.65327 -0.1 0.1 0.0
C -0.55767 -0.20090 -4.66853 -0.5 -0.1 0.2
C 4.45065 -0.67795 -4.69289 -0.3 0.0 0.0
C -1.78443 -1.26005 1.15851 -0.1 -0.3 -0.3
C 0.89618 -3.04159 4.67135 -0.2 0.2 -0.1
C -1.22990 2.36086 3.10042 -0.2 0.0 0.0
C -2.19164 1.63135 -4.66009 0.7 0.0 0.1
C 3.96181 1.40615 2.10084 0.3 0.1 -0.1
C 2.03223 -0.19654 -4.68825 0.4 -0.1 0.0
H -1.73647 -3.04773 2.38008 -0.1 0.1 -0.3
H -0.09080 1.92495 -4.45640 -0.4 -0.2 0.0
H 1.57010 -3.88600 4.52820 -0.2 0.2 0.1
H 1.54871 1.92875 -4.88438 0.4 -0.1 0.0
H -1.42519 -2.18201 -4.80201 -0.2 0.3 0.0
H 0.78007 -3.26810 6.81610 -0.1 0.2 -0.2
H 3.69867 2.20348 2.80701 0.1 -0.3 -0.1
H -3.78732 -1.40038 -4.90283 0.1 0.3 0.0
H -4.00899 4.21895 3.76006 0.2 -0.3 -0.1
H 4.69125 2.76760 0.58954 0.0 -0.1 0.0
H 0.83946 -2.55303 2.55916 -0.1 0.1 0.3
H -2.98013 -4.41791 0.71954 0.0 0.3 -0.1
H -2.42378 2.69461 -4.61923 0.0 -0.3 0.0
H 0.65105 0.22556 0.33353 -0.1 -0.1 0.1
H 5.93095 2.15489 1.68061 -0.1 0.0 0.0
H -0.13998 2.42298 3.07156 -0.3 0.0 0.0
H -3.17195 -1.02504 -1.94200 0.0 -0.1 0.2
H 2.91275 -2.17366 -4.60045 0.2 0.2 0.0
H -3.71252 -3.40784 -1.44082 0.1 0.2 0.2
H -3.72327 0.07467 2.56776 0.1 0.3 0.1
H 5.29013 1.10427 0.41678 -0.1 0.0 0.0
H 0.74152 -1.87322 -4.61597 0.0 0.2 0.0
H -5.10715 2.04576 3.21386 0.3 0.1 0.0
H -1.46979 0.02364 5.14271 0.2 -0.3 0.0
H 3.88316 2.70364 -4.88260 0.0 -0.3 0.0
H 5.27490 -1.38669 -4.66962 -0.1 0.3 0.0
H -1.52199 4.41482 3.66762 -0.2 -0.2 0.0
H -1.93181 0.35074 -0.28537 -0.1 -0.3 0.1
H 4.31429 0.52586 2.65738 -0.1 0.3 0.0
H -0.73245 -1.30514 7.12026 0.1 -0.1 -0.2
```
Positions in Å, forces in eV/Å.

=====

(4)
DFT (ωB97M-V with the def2-TZVPD basis set) results for a structure of composition C5H8N2S in a non-equilibrium geometry.

Output
Net charge: 0
Energy relative to the best compared isomer or geometry (same formula, charge and spin) in kcal per mole: 102.4
Orbital gap in eV: 8.58
DFT total energy in eV: -19125.9798
Multiplicity: 1
HOMO level in Eh: -0.322
LUMO level in eV: -0.18

Geometry as XYZ:
```
16
Properties=species:S:1:pos:R:3:forces:R:3
S 2.55127 -0.21333 -0.74850 0.5 1.0 -0.5
N -0.30592 0.60628 -0.12227 0.0 1.2 1.3
N -1.61143 -1.16826 -0.86072 0.4 -1.9 1.4
C 0.20846 -0.43274 0.73954 -0.1 -1.4 -2.2
C -0.09020 2.10367 0.10941 -2.3 0.7 0.9
C 1.62736 -0.78589 0.41111 0.3 -2.7 0.4
C -0.58586 -1.74944 0.09394 0.4 0.4 1.0
C -1.20644 -0.00095 -0.95289 -1.1 6.4 -4.2
H 0.07147 -2.15632 -0.68680 0.2 -0.6 1.0
H -1.49361 0.86975 -1.99829 0.3 -2.9 3.4
H 0.85037 2.32865 -0.41680 -0.4 0.5 0.6
H -0.79990 -2.48930 0.98687 -0.3 1.3 -2.2
H -0.12519 2.51494 1.28695 0.5 -1.8 -3.0
H 1.97897 -1.84417 0.70413 -0.8 1.7 0.6
H -0.05518 -0.34339 1.75960 0.0 0.3 1.2
H -1.01419 2.76051 -0.30529 2.2 -1.9 0.4
```
Positions in Å, forces in eV/Å.